A single C2H6NOPS2 molecule, computed with the ωB97M-V functional and the def2-TZVPD basis.

CARTESIAN COORDINATES (ANGSTROEM)
C  0.47  1.21  -0.34
C  -0.14  0.97  -1.70
N  0.06  -2.24  1.02
O  0.71  0.02  0.38
P  -0.51  -0.69  1.20
S  -0.95  -0.19  3.10
S  -1.94  0.87  -1.47
H  1.41  1.64  -0.31
H  -0.10  2.02  0.14
H  0.09  1.67  -2.52
H  0.11  -0.08  -2.05
H  0.97  -2.37  0.69
H  -0.18  -2.84  1.88

Total charge   0
Energy above the lowest of the compared OMol25 structures with the same formula, charge and spin   68.84 kcal per mole
Largest force on an atom   3.99 eV/A
M   155.2 g mol⁻¹

Charges computed using natural (NBO), reported in e: -0.101, -0.597, -1.173, -0.779, 1.514, -0.442, -0.137, 0.202, 0.208, 0.244, 0.223, 0.416, 0.423

A 2-piece molecular cluster, C2H6NOS overall, computed with the ωB97M-V functional and the def2-TZVPD basis.

CARTESIAN COORDINATES (ANGSTROEM)
C  2.10  0.19  -0.37
S  1.42  -1.51  -0.50
H  1.52  0.93  -0.91
H  3.13  0.22  -0.77
H  2.19  0.48  0.68
C  -2.34  -0.24  0.33
N  -1.08  0.19  0.24
O  -3.23  0.29  0.98
H  -2.49  -1.13  -0.29
H  -0.35  -0.37  -0.26
H  -0.87  0.96  0.86

Total charge   -1
Energy above the lowest of the compared OMol25 structures with the same formula, charge and spin   17.31 kcal per mole
Largest force on an atom   0.62 eV/A
M   92.1 g mol⁻¹

Charges computed using natural (NBO), reported in e: -0.746, -0.679, 0.171, 0.184, 0.173, 0.520, -0.836, -0.690, 0.095, 0.431, 0.377

A 2-piece molecular cluster, C2H6NOS overall, computed with the ωB97M-V functional and the def2-TZVPD basis.

CARTESIAN COORDINATES (ANGSTROEM)
C  1.90  -1.32  0.92
S  1.16  0.26  1.48
H  1.14  -2.12  0.76
H  2.54  -1.65  1.73
H  2.29  -1.25  -0.11
C  -1.95  1.47  -0.72
N  -1.14  0.40  -0.83
O  -2.91  1.69  -1.45
H  -1.75  2.02  0.21
H  -0.33  0.32  -0.17
H  -0.96  0.18  -1.80

Total charge   -1
Energy above the lowest of the compared OMol25 structures with the same formula, charge and spin   23.20 kcal per mole
Largest force on an atom   1.73 eV/A
M   92.1 g mol⁻¹

Charges computed using natural (NBO), reported in e: -0.746, -0.697, 0.165, 0.192, 0.177, 0.523, -0.849, -0.666, 0.105, 0.429, 0.367

A 2-piece molecular cluster, C2H6NOS overall, computed with the ωB97M-V functional and the def2-TZVPD basis.

CARTESIAN COORDINATES (ANGSTROEM)
C  2.70  -0.95  0.08
S  1.69  0.64  0.14
H  2.96  -1.14  -0.97
H  2.13  -1.82  0.50
H  3.58  -0.93  0.76
C  -2.16  0.19  -0.48
N  -1.24  -0.03  0.51
O  -3.34  -0.23  -0.47
H  -1.68  0.80  -1.32
H  -0.36  0.45  0.48
H  -1.38  -1.06  0.91

Total charge   -1
Energy above the lowest of the compared OMol25 structures with the same formula, charge and spin   34.20 kcal per mole
Largest force on an atom   4.79 eV/A
M   92.1 g mol⁻¹

Charges computed using natural (NBO), reported in e: -0.723, -0.717, 0.183, 0.168, 0.176, 0.513, -0.848, -0.680, 0.108, 0.430, 0.388

An isolated ion of composition C2H6NOS2 and charge +1, computed with the ωB97M-V functional and the def2-TZVPD basis.

CARTESIAN COORDINATES (ANGSTROEM)
N  -0.47  -0.61  0.50
C  0.40  -0.55  -0.70
O  0.55  0.77  -0.96
C  1.51  1.46  -0.23
S  2.71  0.31  0.56
S  1.98  -1.42  -0.46
H  -1.43  -0.03  0.38
H  0.08  -0.30  1.34
H  -0.79  -1.53  0.54
H  -0.16  -1.22  -1.46
H  2.14  1.97  -0.96
H  1.08  2.15  0.38

SMILES string   [NH3+][C@H]1OCSS1
Total charge   +1
Energy above the lowest of the compared OMol25 structures with the same formula, charge and spin   1.82 kcal per mole
Largest force on an atom   4.70 eV/A
M   124.2 g mol⁻¹

Charges computed using natural (NBO), reported in e: -0.724, 0.088, -0.490, -0.205, 0.095, 0.182, 0.467, 0.463, 0.438, 0.251, 0.229, 0.207

C2H6NPS as an isolated structure, computed with the ωB97M-V functional and the def2-TZVPD basis.

CARTESIAN COORDINATES (ANGSTROEM)
C  0.14  0.45  0.60
C  1.19  0.85  -0.36
N  -2.82  -1.36  -0.68
P  -1.31  -0.81  -0.64
S  0.66  0.03  2.14
H  1.90  1.61  -0.08
H  1.88  -0.02  -0.15
H  0.81  0.82  -1.36
H  -2.84  -2.17  -0.05
H  -1.50  0.26  -1.44
H  1.88  0.33  2.01

Total charge   0
Energy above the lowest of the compared OMol25 structures with the same formula, charge and spin   96.83 kcal per mole
Largest force on an atom   3.04 eV/A
M   107.1 g mol⁻¹

Charges computed using natural (NBO), reported in e: -0.274, -0.751, -1.114, 0.876, 0.231, 0.255, 0.235, 0.239, 0.344, -0.101, 0.060

An isolated ion of composition C2H6NS and charge -1, computed with the ωB97M-V functional and the def2-TZVPD basis.

CARTESIAN COORDINATES (ANGSTROEM)
N  0.04  -1.45  0.42
C  -0.56  -0.10  0.47
C  0.16  0.88  -0.49
S  1.93  1.02  -0.25
H  0.05  -1.69  -0.56
H  1.02  -1.22  0.63
H  -0.49  0.32  1.47
H  -1.63  -0.20  0.21
H  -0.12  0.60  -1.54
H  -0.40  1.84  -0.36

SMILES string   NCC[S-]
Total charge   -1
Energy above the lowest of the compared OMol25 structures with the same formula, charge and spin   1.77 kcal per mole
Largest force on an atom   1.87 eV/A
M   76.1 g mol⁻¹

Charges computed using natural (NBO), reported in e: -0.864, -0.227, -0.556, -0.699, 0.329, 0.376, 0.172, 0.152, 0.154, 0.163

A 2-piece molecular cluster, C2H6NS overall, computed with the ωB97M-V functional and the def2-TZVPD basis.

CARTESIAN COORDINATES (ANGSTROEM)
S  -1.55  1.23  -2.89
H  -1.78  0.63  -4.06
C  0.69  -0.93  1.49
C  -0.18  0.63  0.07
N  -0.46  -0.38  0.81
H  1.29  -0.31  2.19
H  1.39  -1.30  0.74
H  0.48  -1.82  2.09
H  0.20  1.55  0.58
H  -0.08  0.71  -1.02

Total charge   -1
Energy above the lowest of the compared OMol25 structures with the same formula, charge and spin   66.68 kcal per mole
Largest force on an atom   2.80 eV/A
M   76.1 g mol⁻¹

Charges computed using natural (NBO), reported in e: -1.056, 0.089, -0.418, 0.118, -0.536, 0.144, 0.183, 0.183, 0.062, 0.233